{
  "formula": "C19H27N5OP2Pm",
  "method": "ωB97M-V/def2-TZVPD",
  "species": ["Pm", "P", "P", "N", "N", "H", "H", "H", "C", "H", "C", "H", "H", "C", "C", "H", "C", "H", "H", "H", "H", "H", "O", "C", "C", "C", "H", "H", "H", "H", "H", "H", "H", "C", "H", "N", "C", "C", "C", "C", "C", "C", "C", "N", "C", "C", "N", "C", "H", "H", "H", "H", "H", "H", "H"],
  "positions_angstrom": [[-0.2438, -0.0809, -0.0203], [-0.6149, -2.5367, -1.5620], [-1.7387, 2.3268, 0.8933], [1.7743, -0.6885, -0.8732], [1.3047, 1.6874, 0.4532], [3.7390, -0.0110, -1.0943], [3.3394, 1.5823, 1.0633], [3.5016, -0.5687, 0.5421], [2.9728, -0.0687, -0.2966], [3.0922, 2.0152, -0.6272], [2.7140, 1.3704, 0.1824], [2.9368, -1.9419, -2.0874], [1.8187, 3.6005, 1.1203], [2.0311, -1.3823, -2.1873], [0.9954, 2.8906, 0.9309], [1.4131, -3.3651, -2.5116], [0.9143, -2.3834, -2.6033], [0.6515, -2.1643, -3.6540], [-2.4220, 3.2546, 0.0489], [-2.4293, 2.6492, 2.1185], [-1.5079, -2.7009, -2.6711], [-0.4531, -3.9215, -1.3061], [-1.4608, 0.8511, -1.8830], [-1.0012, 1.4724, -2.9185], [-0.8760, 0.7324, -4.2225], [-0.2151, 2.7363, -2.8185], [2.2541, -0.7355, -3.0322], [-0.6738, -0.3672, -4.0983], [-1.7406, 0.7762, -4.8910], [-0.0539, 1.1832, -4.8166], [0.2111, 2.8213, -1.8056], [0.5535, 2.7423, -3.6288], [-0.8965, 3.5658, -3.0299], [-0.3001, 3.3429, 1.1867], [-0.3712, 4.3573, 1.5773], [-3.5862, -6.5730, 8.4506], [-3.0995, -5.7314, 7.7981], [-2.5119, -4.7091, 6.9749], [-1.7618, -5.0404, 5.8473], [-1.2389, -4.0543, 5.0164], [-1.4671, -2.7096, 5.3482], [-2.1614, -2.3638, 6.4984], [-2.7069, -3.3620, 7.2903], [-0.9993, -1.6919, 4.4824], [-0.9164, -0.3110, 4.7475], [-0.4977, 0.3116, 3.5986], [-0.3699, -0.6652, 2.5992], [-0.6285, -1.8534, 3.1843], [-1.6033, -6.0897, 5.6130], [-0.6572, -4.3206, 4.1375], [-2.2982, -1.3071, 6.7529], [-3.3011, -3.0936, 8.1565], [-1.1347, 0.0775, 5.7005], [-0.3203, 1.3758, 3.4371], [-0.5706, -2.8081, 2.6937]],
  "forces_ev_per_angstrom": [[0.27, -1.17, 0.37], [0.17, -0.94, -1.41], [-1.17, 0.87, 0.70], [-0.81, 0.16, -0.53], [0.14, 0.51, 0.19], [-0.18, 0.10, 0.41], [-0.28, 0.15, -0.12], [-0.74, -0.48, -0.39], [0.40, 0.05, -0.48], [-0.38, 0.24, 0.27], [0.42, 0.42, -0.20], [0.66, -0.54, 0.21], [-0.28, -0.30, -0.06], [-0.62, 0.13, 1.38], [0.86, 0.20, -0.03], [-0.57, 0.31, -0.56], [1.16, 0.14, -0.13], [0.00, -0.53, 0.53], [0.03, -0.41, 0.22], [0.19, -0.23, -0.65], [0.01, 0.13, 0.71], [-0.35, 0.35, 0.35], [1.21, 1.93, -2.46], [0.60, -2.95, 1.75], [0.30, -0.50, -0.81], [-0.12, -0.01, -0.18], [-0.27, 0.72, 0.05], [-0.25, 1.12, 0.26], [-0.27, 0.19, 0.33], [-0.49, -0.40, 0.39], [-0.15, 0.22, -0.49], [-0.52, 0.12, 0.93], [0.08, 0.21, 0.14], [1.08, 0.28, 0.11], [-0.15, -0.21, -0.08], [1.13, 1.96, -1.49], [-1.04, -1.94, 1.38], [0.02, 0.51, -0.12], [0.14, -0.20, -0.33], [-0.28, 0.37, 0.48], [0.06, -0.95, 0.27], [-0.10, 0.27, -0.11], [-0.02, 0.00, 0.17], [0.69, 1.66, -1.17], [0.41, -0.88, -1.30], [-0.64, -1.33, 0.21], [0.23, -0.40, 0.13], [-0.22, 1.75, 0.13], [0.02, 0.19, 0.01], [-0.13, -0.08, 0.27], [-0.12, -0.57, -0.02], [0.12, -0.05, -0.03], [-0.12, 0.36, 0.79], [-0.01, -0.53, 0.03], [-0.11, 0.00, -0.05]],
  "lowdin_spin": [4.05, -0.01, 0.05, 0.01, 0.35, 0.00, 0.01, 0.00, 0.00, 0.02, 0.04, 0.00, 0.00, 0.00, 0.02, 0.00, 0.00, 0.00, 0.02, 0.01, 0.00, 0.00, 0.00, 0.00, 0.00, 0.00, 0.00, 0.00, 0.00, 0.00, 0.00, 0.00, 0.00, 0.41, 0.02, 0.00, 0.00, 0.00, 0.00, 0.00, 0.00, 0.00, 0.00, 0.00, 0.00, 0.00, 0.00, 0.00, 0.00, 0.00, 0.00, 0.00, 0.00, 0.00, 0.00],
  "s_squared": 8.786,
  "orbital_gap_ev": [7.4329, 5.4003],
  "spin_multiplicity": 6,
  "homo_ev": [-13.74, -13.74],
  "charge": 2
}

---

{
  "formula": "C22H30N4O4S",
  "method": "ωB97M-V/def2-TZVPD",
  "species": ["C", "C", "O", "C", "O", "C", "C", "S", "C", "N", "N", "C", "C", "N", "C", "O", "C", "C", "C", "C", "O", "C", "C", "C", "N", "C", "C", "C", "C", "C", "C", "H", "H", "H", "H", "H", "H", "H", "H", "H", "H", "H", "H", "H", "H", "H", "H", "H", "H", "H", "H", "H", "H", "H", "H", "H", "H", "H", "H", "H", "H"],
  "positions_angstrom": [[2.4090, 3.9968, 1.9586], [1.4534, 3.8264, 0.7905], [2.1335, 3.1652, -0.2825], [1.6332, 2.0483, -0.7629], [0.5755, 1.5554, -0.4420], [2.5499, 1.4118, -1.7920], [3.2356, 2.4111, -2.7036], [3.8510, 0.4791, -0.8417], [2.8919, 0.0979, 0.5702], [2.8749, 0.7982, 1.6673], [1.9334, 0.2763, 2.4549], [1.3874, -0.7413, 1.8369], [0.1920, -1.4292, 2.3936], [-0.9985, -0.7960, 1.8664], [-2.0161, -1.4972, 1.3113], [-2.0405, -2.7160, 1.3124], [-3.0865, -0.6610, 0.7094], [-2.8150, 0.5395, 0.0629], [-3.8362, 1.2781, -0.5087], [-5.1511, 0.8273, -0.4362], [-6.2273, 1.4783, -0.9497], [-6.0274, 2.7090, -1.6019], [-5.4215, -0.3888, 0.1976], [-4.4006, -1.1249, 0.7520], [1.9738, -0.9173, 0.6180], [1.7952, -1.9102, -0.4198], [2.0896, -3.3262, 0.0767], [2.0463, -4.2843, -1.1117], [0.6872, -4.2189, -1.8040], [0.3805, -2.7947, -2.2595], [0.4098, -1.8515, -1.0609], [1.8971, 4.4987, 2.7742], [3.2680, 4.5893, 1.6557], [2.7527, 3.0202, 2.2923], [1.1188, 4.7933, 0.4008], [0.5833, 3.2284, 1.0775], [1.9778, 0.6733, -2.3601], [3.9114, 1.8915, -3.3787], [2.4930, 2.9477, -3.2909], [3.8054, 3.1241, -2.1143], [0.1362, -2.4872, 2.1310], [0.2282, -1.3243, 3.4838], [-1.0108, 0.2110, 1.8551], [-1.7998, 0.8963, -0.0361], [-3.5923, 2.2005, -1.0120], [-7.0160, 3.0394, -1.9164], [-5.5944, 3.4555, -0.9282], [-5.3867, 2.5981, -2.4826], [-6.4436, -0.7305, 0.2340], [-4.6008, -2.0702, 1.2327], [2.5457, -1.6596, -1.1825], [1.3419, -3.6325, 0.8090], [3.0716, -3.3559, 0.5551], [2.2394, -5.3011, -0.7660], [2.8327, -4.0174, -1.8221], [0.6772, -4.8946, -2.6610], [-0.0897, -4.5438, -1.1091], [-0.6048, -2.7580, -2.7261], [1.1183, -2.4785, -3.0019], [-0.3447, -2.1763, -0.3477], [0.1779, -0.8268, -1.3589]],
  "forces_ev_per_angstrom": [[-0.09, -0.15, -0.34], [-0.34, 0.17, 0.61], [0.39, 0.23, -0.15], [-0.37, -0.32, -0.40], [-0.06, 0.07, -0.02], [0.17, -0.26, 0.26], [0.07, -0.09, 0.08], [-0.04, 0.33, -0.04], [0.31, -0.39, -0.50], [0.65, 0.40, -0.38], [-0.64, -0.28, 0.78], [0.06, -0.18, -0.13], [-0.09, -0.19, 0.00], [0.12, 0.13, 0.05], [0.08, 0.24, 0.15], [-0.12, -0.29, -0.02], [-0.15, 0.09, -0.21], [-0.02, -0.28, 0.18], [-0.29, 0.27, -0.18], [0.10, -0.12, 0.07], [0.03, -0.32, 0.18], [0.05, 0.22, -0.11], [-0.06, 0.15, -0.09], [0.11, 0.05, -0.01], [0.26, 0.56, 0.59], [-0.35, -0.50, -0.21], [0.26, 0.09, -0.22], [-0.25, -0.10, 0.18], [0.21, 0.05, -0.26], [-0.21, -0.14, 0.23], [0.20, 0.18, -0.28], [-0.06, 0.11, 0.10], [0.11, 0.10, 0.03], [0.02, 0.07, 0.04], [0.01, -0.16, 0.01], [0.14, 0.15, -0.09], [-0.06, 0.19, 0.14], [0.05, 0.00, -0.12], [-0.02, 0.03, -0.08], [0.03, 0.04, -0.02], [0.02, 0.13, 0.10], [0.07, -0.10, -0.18], [-0.09, -0.03, -0.02], [0.13, 0.04, 0.00], [-0.01, 0.08, -0.05], [0.09, 0.02, 0.00], [0.00, -0.04, -0.03], [-0.01, 0.01, 0.05], [-0.12, -0.05, 0.02], [-0.03, -0.10, 0.03], [-0.17, -0.05, 0.17], [-0.03, 0.00, 0.08], [-0.03, 0.03, 0.06], [0.08, -0.01, -0.04], [0.07, -0.03, -0.03], [-0.06, -0.07, 0.02], [-0.07, -0.06, 0.02], [0.02, 0.04, -0.08], [0.01, 0.03, -0.08], [-0.04, -0.02, 0.08], [0.01, 0.01, 0.07]],
  "nbo_charge": [-0.64, -0.08, -0.50, 0.81, -0.64, -0.40, -0.62, 0.26, 0.15, -0.29, -0.29, 0.33, -0.27, -0.60, 0.67, -0.64, -0.20, -0.12, -0.32, 0.32, -0.49, -0.25, -0.26, -0.14, -0.35, -0.05, -0.40, -0.40, -0.40, -0.39, -0.42, 0.21, 0.21, 0.25, 0.18, 0.20, 0.23, 0.22, 0.22, 0.24, 0.25, 0.23, 0.41, 0.22, 0.22, 0.20, 0.18, 0.18, 0.23, 0.23, 0.22, 0.20, 0.21, 0.21, 0.19, 0.21, 0.21, 0.22, 0.19, 0.22, 0.23],
  "orbital_gap_ev": 9.2307,
  "smiles": "CCOC(=O)[C@@H](C)Sc1nnc(CNC(=O)c2ccc(OC)cc2)n1C1CCCCC1",
  "homo_ev": -8.69
}

---

{
  "formula": "C5H10NO5P",
  "method": "ωB97M-V/def2-TZVPD",
  "species": ["O", "C", "N", "C", "C", "O", "C", "C", "P", "O", "O", "O", "H", "H", "H", "H", "H", "H", "H", "H", "H", "H"],
  "positions_angstrom": [[-0.6034, 2.3172, 0.7706], [-0.8071, 1.1261, 0.4714], [0.3087, 0.3177, 0.1881], [1.5823, 0.9727, -0.2257], [2.8355, 0.0832, -0.4434], [2.4263, -1.1260, -1.0609], [1.4965, -1.8452, -0.2442], [0.1282, -1.1099, -0.1711], [-2.6230, 0.5461, 0.4645], [-3.0290, -0.2043, 1.6577], [-3.0031, -0.4068, -0.7460], [-3.6538, 1.7754, 0.3803], [1.3186, 1.4550, -1.2146], [1.8169, 1.7183, 0.4927], [3.5817, 0.6218, -1.0401], [3.3023, -0.1217, 0.5321], [1.8772, -2.0271, 0.7537], [1.2718, -2.8014, -0.7230], [-0.3600, -1.1876, -1.1769], [-0.5159, -1.6284, 0.5621], [-3.8949, -0.7066, -0.4392], [-3.4558, 2.2312, 1.2118]],
  "forces_ev_per_angstrom": [[-1.27, -1.88, -0.47], [2.69, 1.62, -0.37], [-1.45, -0.95, 0.35], [-0.73, 0.37, -1.76], [-1.60, -0.25, 1.00], [0.21, -0.46, 0.09], [-1.04, 0.84, -0.63], [0.15, 0.05, -0.71], [-1.19, -1.38, 1.29], [1.08, -0.12, 1.27], [-0.25, 0.68, -0.86], [1.65, 0.34, -0.69], [0.55, -0.18, 0.97], [0.08, 0.85, 0.48], [-0.43, -0.30, -0.16], [-0.05, -0.15, -0.08], [0.34, 0.07, 0.30], [0.41, 0.09, -0.02], [0.38, 0.02, 0.72], [0.24, 0.37, -0.23], [0.72, -0.16, -0.53], [-0.50, 0.53, 0.04]],
  "nbo_charge": [-0.59, 0.37, -0.43, -0.24, -0.07, -0.52, -0.08, -0.26, 2.21, -1.11, -0.97, -0.95, 0.20, 0.23, 0.21, 0.17, 0.17, 0.20, 0.20, 0.23, 0.52, 0.51],
  "orbital_gap_ev": 10.0835,
  "smiles": "O=C(N1CCOCC1)P(=O)(O)O",
  "homo_ev": -9.73
}

---

Looking at maximum force for the records above, in order, we have 3.48, 1.05, 3.16 eV Å⁻¹.